Entry P
A 4-piece molecular cluster, C4H14O3 overall, computed with ωB97M-V with the def2-TZVPD basis set.

Structure (XYZ):
```
21
Properties=species:S:1:pos:R:3:nbo_charge:R:1
O 0.63 2.26 2.23 -0.943
O 1.48 -1.33 0.65 -0.931
O 2.07 0.03 5.20 -0.928
C -2.02 1.03 -1.82 -0.451
C -0.08 -0.19 -2.76 -0.651
C -1.73 -1.41 -1.15 -0.659
C -1.30 -0.10 -1.79 0.066
H 2.21 0.82 4.65 0.468
H 2.19 -1.86 0.27 0.468
H -1.08 -2.19 -1.51 0.210
H 2.96 -0.30 5.26 0.460
H -2.79 -1.58 -1.36 0.222
H -1.72 -1.32 -0.05 0.234
H 1.15 1.62 1.77 0.467
H -1.98 1.70 -2.67 0.186
H 0.51 -0.97 -2.29 0.213
H 1.93 -0.87 1.39 0.465
H -2.83 1.34 -1.18 0.193
H 0.55 3.05 1.68 0.476
H -0.39 -0.57 -3.72 0.212
H 0.26 0.83 -2.81 0.223
```

Output
Gap between HOMO and LUMO: 9.01 eV
Lowest unoccupied orbital energy: 0.27 eV
Net charge: 0
SMILES string: C=C(C)C.O.O.O


Entry Q
A 4-piece molecular cluster, C4H14O3 overall, computed with ωB97M-V with the def2-TZVPD basis set.

Structure (XYZ):
```
21
Properties=species:S:1:pos:R:3:nbo_charge:R:1
O -1.54 0.03 -1.39 -0.964
O -0.33 2.39 -0.15 -0.979
O 0.98 0.92 -2.15 -0.990
C -0.14 -0.81 1.61 -0.189
C 0.72 -1.30 0.72 -0.188
C 0.54 -2.60 0.00 -0.638
C 0.05 0.44 2.41 -0.639
H -1.02 -1.40 1.86 0.185
H 0.18 0.39 -2.06 0.503
H -1.37 0.60 -0.64 0.500
H 0.26 -2.45 -1.05 0.214
H 1.64 -0.76 0.51 0.192
H 1.02 0.91 2.20 0.212
H 0.32 2.04 -0.78 0.500
H -0.72 1.18 2.17 0.222
H -0.29 -3.16 0.45 0.209
H 0.00 0.25 3.48 0.208
H -2.39 0.34 -1.72 0.478
H 1.55 0.43 -2.77 0.481
H -0.29 3.33 -0.26 0.474
H 1.44 -3.21 0.01 0.210
```

Output
Gap between HOMO and LUMO: 9.58 eV
Lowest unoccupied orbital energy: 0.68 eV
Net charge: 0
SMILES string: C/C=C/C.O.O.O


Relative calculated energies, zero for the most stable structure, unit kJ/mol: entry P 135.0; entry Q 0.0.


Entry P
A 4-piece molecular cluster, C4H14O3 overall, computed with ωB97M-V with the def2-TZVPD basis set.

Structure (XYZ):
```
21
Properties=species:S:1:pos:R:3:nbo_charge:R:1
O 0.07 2.60 -0.46 -0.944
O -0.74 -1.19 -2.30 -0.939
O 1.99 1.41 -2.21 -0.962
C 1.67 -0.74 1.04 -0.647
C -0.75 -0.81 1.87 -0.184
C -2.29 -0.47 1.73 -0.648
C 0.12 -0.96 0.85 -0.204
H -1.70 -1.37 -2.50 0.473
H 2.84 1.30 -2.72 0.491
H -0.87 -0.29 -1.95 0.469
H -0.45 2.98 -1.23 0.456
H 1.59 0.53 -2.29 0.481
H -2.82 -1.39 1.95 0.217
H 2.08 -1.48 1.74 0.216
H -2.48 -0.18 0.65 0.204
H 0.71 2.13 -1.00 0.481
H 1.87 0.20 1.57 0.218
H -2.45 0.51 2.36 0.229
H -0.34 -0.41 2.86 0.177
H -0.11 -1.60 -0.03 0.213
H 2.04 -0.78 0.06 0.204
```

Output
Gap between HOMO and LUMO: 9.10 eV
Lowest unoccupied orbital energy: 0.36 eV
Net charge: 0
SMILES string: C/C=C/C.O.O.O


Entry Q
A 3-piece molecular cluster, C4H14O3 overall, computed with ωB97M-V with the def2-TZVPD basis set.

Structure (XYZ):
```
21
Properties=species:S:1:pos:R:3:nbo_charge:R:1
O -0.38 -3.50 -0.16 -0.945
O 0.07 2.92 -1.22 -0.727
O -0.09 -1.27 -2.13 -0.949
C -0.13 0.01 1.22 -0.394
C 0.14 1.47 0.79 -0.418
C 0.15 -0.18 2.71 -0.596
C 0.34 1.62 -0.72 -0.046
H -0.35 0.40 3.53 0.205
H -0.84 -1.01 -2.64 0.464
H 1.36 1.34 -1.02 0.155
H 0.14 -3.94 -1.03 0.476
H 1.09 1.88 1.15 0.198
H -1.11 -0.22 0.87 0.202
H -0.41 -1.79 -1.44 0.482
H -0.73 2.08 0.88 0.208
H -0.50 2.73 -2.02 0.467
H -0.16 -1.13 2.96 0.201
H 0.59 -0.53 0.66 0.193
H 1.11 -0.16 2.91 0.196
H 0.45 -3.32 0.37 0.475
H -0.42 1.00 -1.18 0.151
```

Output
Gap between HOMO and LUMO: 10.35 eV
Lowest unoccupied orbital energy: 0.45 eV
Net charge: 0
SMILES string: CCCCO.O.O


Relative calculated energies, zero for the most stable structure, unit kJ/mol: entry P 10.3; entry Q 0.0.


Entry P
A 2-piece molecular cluster, CH5BrSi overall, computed with ωB97M-V with the def2-TZVPD basis set.

Structure (XYZ):
```
8
Properties=species:S:1:pos:R:3:nbo_charge:R:1
Br -2.39 0.38 3.81 -0.304
Si -0.66 0.59 2.53 0.687
C 0.99 -0.28 -1.14 -0.495
H 0.23 -0.85 -0.63 0.174
H 1.80 0.20 -0.72 0.158
H 0.85 0.06 -2.17 0.162
H 0.34 0.20 3.49 -0.188
H -0.39 1.82 1.98 -0.194
```

Output
Gap between HOMO and LUMO (alpha / beta): 7.87 / 8.06 eV
Lowest unoccupied orbital energy (alpha / beta): -1.22 / -0.06 eV
Net charge: 0


Entry Q
A 2-piece molecular cluster, CH5BrSi overall, computed with ωB97M-V with the def2-TZVPD basis set.

Structure (XYZ):
```
8
Properties=species:S:1:pos:R:3:nbo_charge:R:1
Br -0.93 -0.30 -2.82 -0.307
Si 0.14 -0.82 -0.94 0.823
C -0.46 0.22 0.46 -1.111
H -1.02 1.18 0.34 0.280
H 1.01 -2.00 -1.09 -0.110
H -0.78 -0.22 1.41 0.254
H 1.39 1.40 1.81 -0.030
H 0.65 0.54 0.83 0.200
```

Output
Gap between HOMO and LUMO (alpha / beta): 9.60 / 5.57 eV
Lowest unoccupied orbital energy (alpha / beta): -0.19 / -1.11 eV
Net charge: 0


Relative calculated energies, zero for the most stable structure, unit kJ/mol: entry P 0.0; entry Q 88.0.


Entry P
A 2-piece molecular cluster, C7H13N3 overall, computed with ωB97M-V with the def2-TZVPD basis set.

Structure (XYZ):
```
23
Properties=species:S:1:pos:R:3:nbo_charge:R:1
N 3.93 1.27 4.31 -0.519
N 2.04 1.08 3.08 -0.626
N 0.71 0.39 0.40 -0.260
C 2.88 1.26 5.17 0.063
C 1.68 1.13 4.38 -0.184
C 1.75 0.39 -0.64 -0.424
C 2.99 1.40 6.64 -0.628
C -0.12 1.58 0.55 -0.432
C 0.65 -0.57 1.27 0.140
C 3.41 1.15 3.05 0.058
H 2.74 0.55 -0.19 0.247
H -0.10 -0.52 2.06 0.234
H 3.67 0.65 7.06 0.210
H 0.67 1.09 4.78 0.174
H 0.21 2.16 1.43 0.277
H 1.32 -1.42 1.17 0.222
H 1.52 1.20 -1.33 0.223
H 3.35 2.40 6.92 0.208
H 4.00 1.12 2.14 0.156
H 0.00 2.18 -0.35 0.215
H -1.17 1.29 0.69 0.222
H 1.75 -0.58 -1.16 0.224
H 2.00 1.26 7.09 0.201
```

Output
Gap between HOMO and LUMO: 5.17 eV
Lowest unoccupied orbital energy: -1.00 eV
Net charge: 0


Entry Q
One molecule with the formula C7H13N3, computed with ωB97M-V with the def2-TZVPD basis set.

Structure (XYZ):
```
23
Properties=species:S:1:pos:R:3:nbo_charge:R:1
N 1.56 0.35 0.09 -0.250
N -1.12 1.34 0.11 -0.275
N 0.37 0.23 -0.53 -0.158
C -0.30 -0.94 -0.78 0.196
C -3.43 0.90 0.08 -0.643
C 0.42 -2.11 -1.30 -0.660
C 2.12 1.70 -0.15 -0.395
C -1.59 -0.78 -0.73 -0.368
C -1.96 0.50 -0.27 0.183
C 1.60 -0.10 1.43 -0.442
H 0.05 -3.13 -1.08 0.239
H 1.25 -1.14 1.49 0.203
H 0.43 -2.13 -2.44 0.235
H 0.87 0.40 2.19 0.190
H 1.45 -1.88 -1.00 0.234
H -3.32 1.84 0.53 0.230
H 1.95 1.84 -1.16 0.215
H -4.01 1.17 -0.80 0.219
H -3.97 0.15 0.66 0.223
H 1.56 2.46 0.47 0.197
H -2.40 -1.41 -1.09 0.217
H 3.13 1.57 0.13 0.196
H 2.59 -0.16 1.94 0.213
```

Output
Gap between HOMO and LUMO (alpha / beta): 8.79 / 8.79 eV
Lowest unoccupied orbital energy (alpha / beta): 0.94 / 0.94 eV
Net charge: 0


Relative calculated energies, zero for the most stable structure, unit kJ/mol: entry P 0.0; entry Q 122.4.